[1]
Formula: C21H44N4O3
Source: the OMol25 dataset
Level of theory: wB97M-V/def2-TZVPD

Geometry (Å):
1 C -1.8086 4.2830 -0.2446
2 C -0.3427 4.1335 -0.6334
3 C 0.2580 2.7731 -0.2106
4 C 1.4912 2.8916 0.7088
5 C 1.1896 2.7910 2.2128
6 C 2.4276 2.3452 3.0011
7 C 2.5099 0.8414 3.3046
8 C 1.8606 -0.0765 2.2580
9 C 0.6116 -0.8092 2.7778
10 C -0.5381 -1.0408 1.7841
11 C -0.6548 -2.4739 1.2039
12 C -0.7927 -2.5828 -0.3158
13 C 0.4512 -2.3594 -1.2020
14 C 1.8254 -2.3908 -0.5074
15 C 2.9425 -1.5069 -1.0736
16 N 3.2087 -1.9200 -2.4540
17 N 4.2067 -1.7625 -0.3388
18 N 2.6169 -0.1086 -0.9076
19 C 0.0906 -1.1029 -2.0035
20 O 0.6687 -0.5782 -2.9665
21 O -1.0749 -0.5745 -1.5247
22 C -1.8439 -1.6583 -0.9557
23 C -2.5488 -2.3884 -2.1190
24 C -3.2986 -1.4432 -3.0598
25 N -2.5917 -1.0393 -4.2800
26 C -2.9050 -1.1004 -0.0033
27 O -2.8681 0.3141 0.0491
28 C -4.0623 0.8322 0.5831
29 H -2.4052 3.5051 -0.7211
30 H -2.2118 5.2449 -0.5557
31 H -1.9159 4.1977 0.8360
32 H -0.2577 4.2550 -1.7117
33 H 0.2246 4.9399 -0.1724
34 H -0.5221 2.2121 0.3047
35 H 0.5059 2.2044 -1.1037
36 H 2.2077 2.1202 0.4304
37 H 1.9589 3.8527 0.5058
38 H 0.3661 2.0974 2.3659
39 H 0.8974 3.7816 2.5575
40 H 2.4545 2.8690 3.9582
41 H 3.3231 2.6641 2.4701
42 H 2.0823 0.6312 4.2830
43 H 3.5687 0.5958 3.3838
44 H 2.6075 -0.7969 1.9313
45 H 1.5804 0.4875 1.3748
46 H 0.2106 -0.1994 3.5869
47 H 0.9037 -1.7618 3.2180
48 H -0.5130 -0.3135 0.9736
49 H -1.4502 -0.8254 2.3374
50 H -1.5454 -2.9426 1.6165
51 H 0.1980 -3.0634 1.5308
52 H -1.1601 -3.5974 -0.4898
53 H 0.4553 -3.1645 -1.9347
54 H 2.2120 -3.4025 -0.6074
55 H 1.7336 -2.1956 0.5574
56 H 2.8692 -1.2343 -3.1116
57 H 4.2119 -1.9592 -2.5745
58 H 4.5269 -2.7006 -0.5478
59 H 4.0242 -1.7317 0.6552
60 H 2.8381 0.4384 -1.7194
61 H 1.6700 0.0587 -0.6157
62 H -3.2541 -3.1080 -1.7005
63 H -1.8244 -2.9843 -2.6779
64 H -3.5734 -0.5334 -2.5309
65 H -4.2296 -1.9204 -3.3629
66 H -2.0044 -1.7926 -4.6056
67 H -1.9808 -0.2632 -4.0779
68 H -2.7676 -1.4807 1.0084
69 H -3.8950 -1.4185 -0.3333
70 H -3.9074 1.8771 0.8294
71 H -4.3602 0.3069 1.4940
72 H -4.8816 0.7620 -0.1376

Cartesian forces (eV/Å) of the 6 atoms listed first:
C 0.1 0.0 -0.1
C -0.2 -0.2 0.1
C 0.0 0.4 0.2
C -0.4 -0.3 -0.3
C 0.6 0.2 -0.4
C -0.3 0.1 0.4

Computed properties:
- E_LUMO (eV) = 0.51
- charge = 0
- ΔE to the lowest compared entry with this formula, charge and spin (kcal/mol) = 0.00
- SMILES string = CCCCCCCCCCC[C@@H]1[C@H](CC(N)(N)N)C(=O)O[C@]1(CCN)COC

***

[2]
Formula: C21H44NO7S
Source: the OMol25 dataset
Level of theory: wB97M-V/def2-TZVPD

Geometry (Å):
1 C 2.2709 0.5871 2.3509
2 C 1.4065 1.7180 2.9542
3 C 1.4998 2.9983 2.1576
4 O 2.5555 3.5013 1.8892
5 O 0.3564 3.6527 1.8160
6 C -0.7731 2.8740 1.3959
7 C -0.3994 2.0605 0.1648
8 C -1.4934 1.0955 -0.3704
9 S -0.4965 -0.2034 -1.1667
10 C -1.5670 -1.1727 -2.1884
11 O 0.4841 0.4447 -2.0047
12 O -0.0126 -1.0855 -0.1205
13 C -2.3875 1.7457 -1.4285
14 C -3.4919 2.6849 -0.8938
15 C -4.7205 2.5820 -1.7972
16 C -3.0031 4.1545 -0.9230
17 N -3.8430 2.3678 0.5272
18 O -4.9277 2.9282 0.9058
19 C -3.7034 0.9698 1.0284
20 C -4.7814 0.0657 0.4215
21 C -3.9053 1.0113 2.5503
22 C -2.3009 0.3924 0.7357
23 H 2.9196 0.1420 3.1030
24 H 1.6504 -0.1958 1.9127
25 H 2.9186 0.9716 1.5628
26 H 1.7984 1.9807 3.9415
27 H 0.3850 1.3794 3.1066
28 H -1.1255 2.2486 2.2148
29 H -1.5516 3.6037 1.1824
30 H -0.0894 2.7294 -0.6395
31 H 0.4854 1.4596 0.4066
32 H -0.9790 -2.0500 -2.4578
33 H -1.7986 -0.6098 -3.0931
34 H -2.4897 -1.4342 -1.6738
35 H -2.8359 1.0035 -2.0903
36 H -1.7396 2.3598 -2.0604
37 H -5.2386 1.6272 -1.7047
38 H -5.4264 3.3883 -1.5951
39 H -4.3844 2.6822 -2.8339
40 H -1.9174 4.2339 -0.8818
41 H -3.3696 4.6544 -1.8215
42 H -3.4214 4.6952 -0.0707
43 H -5.7718 0.5130 0.5187
44 H -4.7810 -0.8732 0.9834
45 H -4.5753 -0.1859 -0.6217
46 H -3.3546 1.8505 2.9824
47 H -4.9582 1.1381 2.7989
48 H -3.5455 0.0777 2.9879
49 H -2.4513 -0.6513 0.4482
50 H -1.6989 0.3442 1.6433
51 C 5.0595 -1.6917 -1.8569
52 C 4.3461 -0.8385 -0.8206
53 C 4.1680 0.5978 -1.2765
54 O 5.0334 -0.8982 0.4311
55 H 6.0712 -1.3174 -2.0368
56 H 5.1433 -2.7178 -1.4959
57 H 4.5214 -1.6963 -2.8060
58 H 3.3608 -1.2657 -0.6214
59 H 5.1327 1.0872 -1.4395
60 H 3.6383 1.1678 -0.5129
61 H 3.5909 0.6431 -2.2006
62 H 5.9086 -0.5181 0.3023
63 C 3.8823 -5.4971 0.6925
64 C 2.5545 -5.8183 0.0233
65 C 2.5294 -5.3555 -1.4246
66 O 1.4706 -5.2438 0.7517
67 H 4.0517 -4.4163 0.6996
68 H 3.8817 -5.8418 1.7264
69 H 4.7148 -5.9689 0.1681
70 H 2.3787 -6.8946 0.0631
71 H 2.6617 -4.2702 -1.4684
72 H 1.5714 -5.5941 -1.8873
73 H 3.3251 -5.8206 -2.0083
74 H 1.5834 -4.2866 0.7441

Cartesian forces (eV/Å) of the 6 atoms listed first:
C 0.0 0.1 -0.1
C 0.2 -0.3 0.0
C 0.3 0.2 0.0
O -0.2 0.0 0.1
O -0.2 -0.1 -0.3
C 0.0 0.2 0.1

Computed properties:
- multiplicity = 2
- E_LUMO (spin up / spin down) (eV) = 0.19 / -0.13
- charge = 0

***

[3]
Formula: C21H45BBrINbO10S2
Source: the OMol25 dataset
Level of theory: wB97M-V/def2-TZVPD

Geometry (Å):
1 C 2.9878 -2.8865 0.3396
2 C 3.1848 -2.1587 -0.8130
3 C 2.5614 -0.8677 -1.0762
4 Nb 1.0650 -0.8427 -2.8385
5 C 2.8603 -0.5657 -4.2349
6 I 1.3539 -3.6109 -3.2187
7 C -0.7457 -1.0504 -1.4980
8 C -0.6001 -2.0772 -0.3451
9 C -0.3427 -1.4372 1.0273
10 C -1.5961 -1.3832 1.9307
11 C -2.1286 0.0627 2.0472
12 O -3.5695 0.1364 2.1659
13 C -4.1866 -0.0543 0.9619
14 C -5.0164 -1.3098 0.8366
15 O -4.1118 0.7457 0.0565
16 C 0.8953 1.4382 -2.6541
17 C 1.7017 2.0241 -1.5913
18 O 2.8589 2.3525 -1.6232
19 Br 0.7242 2.3555 0.1274
20 B -0.2635 -0.5697 -4.7536
21 O 0.2396 0.2089 -5.8134
22 C -1.7343 -1.1464 -4.9992
23 C -2.0064 -2.5975 -4.5795
24 H 2.6189 -3.9025 0.3293
25 H 3.2459 -2.3950 1.2697
26 H 3.8816 -2.5633 -1.5444
27 H 2.1256 -0.4891 -0.1453
28 H 3.3720 -0.1723 -1.3537
29 H 3.3278 0.4118 -4.1218
30 H 2.6369 -0.7925 -5.2751
31 H 3.5759 -1.3329 -3.9234
32 H -0.8888 -0.0708 -1.0294
33 H -1.6665 -1.2140 -2.0591
34 H -1.5492 -2.6124 -0.2735
35 H 0.1672 -2.8314 -0.5077
36 H 0.0996 -0.4459 0.9531
37 H 0.3866 -2.0439 1.5596
38 H -2.3484 -2.0592 1.5413
39 H -1.3016 -1.6700 2.9365
40 H -1.7239 0.5087 2.9465
41 H -1.8033 0.5988 1.1606
42 H -5.9380 -1.1619 1.3946
43 H -5.1848 -1.4814 -0.2177
44 H -4.5115 -2.1735 1.2560
45 H -0.1469 1.6412 -2.4201
46 H 1.1080 1.8664 -3.6299
47 H 0.4952 -0.3377 -6.5601
48 H -2.4685 -0.4560 -4.5772
49 H -1.8998 -1.1022 -6.0831
50 H -1.7261 -2.8025 -3.5532
51 H -3.0362 -2.8838 -4.7798
52 H -1.3727 -3.2490 -5.1790
53 O -0.7922 7.0023 -3.2039
54 S 0.1772 7.5274 -2.2926
55 O 1.0041 8.6343 -2.6687
56 O 1.0879 6.3460 -1.7625
57 C 1.7695 5.5121 -2.7283
58 C 2.9533 6.2117 -3.3657
59 C -0.5995 7.8982 -0.7565
60 H 1.0621 5.1614 -3.4815
61 H 2.1148 4.6419 -2.1781
62 H 2.6350 7.0543 -3.9789
63 H 3.4996 5.5156 -4.0021
64 H 3.6249 6.6012 -2.6004
65 H -1.2051 7.0486 -0.4538
66 H -1.2245 8.7739 -0.9168
67 H 0.1689 8.1160 -0.0201
68 O 0.0287 -2.2746 5.5059
69 S 0.2785 -2.4762 6.8970
70 O 1.6081 -2.6739 7.3830
71 O -0.6492 -3.6636 7.4155
72 C -0.5633 -4.9278 6.7265
73 C 0.7052 -5.6891 7.0585
74 C -0.4750 -1.1838 7.8248
75 H -0.6615 -4.7705 5.6511
76 H -1.4312 -5.4985 7.0516
77 H 1.5873 -5.1699 6.6877
78 H 0.6789 -6.6795 6.6034
79 H 0.8177 -5.7939 8.1379
80 H -1.4967 -1.0507 7.4806
81 H 0.1070 -0.2828 7.6455
82 H -0.4452 -1.4455 8.8789

Cartesian forces (eV/Å) of the 6 atoms listed first:
C 0.2 0.6 -0.3
C -0.2 -0.7 0.4
C 2.1 1.4 0.7
Nb 1.1 -2.1 1.8
C -0.7 -0.4 0.0
I -0.4 0.5 -0.3

Computed properties:
- E_LUMO (eV) = 1.39
- charge = -1

***

[4]
Formula: C21H45BCl2F8Li2NO6
Source: the OMol25 dataset
Level of theory: wB97M-V/def2-TZVPD

Geometry (Å):
1 Li 0.9630 -3.4084 -2.9354
2 Li -1.3007 0.0139 -2.8386
3 C 4.5778 -2.9401 3.1054
4 O 3.1488 -2.8007 3.3806
5 C 2.6409 -3.9538 4.0055
6 C 1.1930 -3.7796 4.5593
7 N 0.2319 -3.2712 3.4722
8 H 0.6877 -2.4714 3.0568
9 H 0.1918 -3.9967 2.7707
10 C -1.1808 -2.7203 3.8031
11 C -1.8306 -3.2832 5.1088
12 O -0.9963 -3.6312 6.1998
13 C -1.7074 -4.0999 7.3666
14 H 5.3436 -2.9713 3.8805
15 H 4.8378 -2.1070 2.4523
16 H 4.8145 -3.7350 2.3981
17 H 3.3353 -4.3053 4.7686
18 H 2.6587 -4.6755 3.1889
19 H 1.1409 -3.1289 5.4322
20 H 0.7849 -4.7042 4.9675
21 H -1.7788 -2.9628 2.9246
22 H -1.1772 -1.6330 3.8792
23 H -2.2244 -4.2482 4.7897
24 H -2.6532 -2.6289 5.3974
25 H -0.9708 -4.3037 8.1438
26 H -2.2620 -4.9986 7.0969
27 H -2.3631 -3.3495 7.8083
28 C -0.4205 -2.9297 -6.7373
29 O -0.7172 -2.4485 -5.4537
30 H -1.2471 -2.7091 -7.4126
31 H 0.5631 -2.7153 -7.1553
32 H -0.3965 -4.0166 -6.6586
33 B 0.3702 -1.2965 -0.6786
34 H -0.4702 -1.9605 -0.8095
35 H 0.0570 -0.4620 -0.0705
36 H 1.1230 -1.8737 -0.1645
37 H 0.8375 -0.9879 -1.6009
38 C -5.3921 4.3824 2.8440
39 C -3.9107 4.4121 2.7161
40 C -3.4017 5.8277 2.3050
41 F -2.0798 5.7725 2.0518
42 F -4.0269 6.3772 1.2584
43 F -3.3971 4.1305 3.8759
44 F -3.3968 3.4717 1.8575
45 O -5.7893 5.4199 3.7029
46 C -6.6739 5.1497 4.8003
47 C -7.0133 6.5426 5.3664
48 F -7.7289 6.5542 6.4538
49 F -5.8425 7.1982 5.5278
50 F -7.8204 4.6120 4.3556
51 F -6.1587 4.3388 5.7007
52 H -5.7064 3.3818 3.1408
53 H -5.8556 4.5589 1.8733
54 H -3.5231 6.6942 2.9551
55 H -7.4495 7.0625 4.5135
56 C 6.2343 -1.9992 -4.6209
57 C 6.4080 -2.9233 -3.4438
58 C 5.1450 -3.0309 -2.6544
59 O 4.2314 -2.7516 -3.7173
60 C 4.8571 -2.4696 -4.9418
61 H 6.8112 -2.1887 -5.5261
62 H 6.1735 -0.9644 -4.2839
63 H 7.2618 -2.6816 -2.8107
64 H 6.6232 -3.9519 -3.7334
65 H 5.1024 -2.1819 -1.9722
66 H 5.0178 -3.9866 -2.1459
67 H 4.3688 -1.7685 -5.6187
68 H 4.8415 -3.3434 -5.5932
69 C -0.5781 2.5810 -7.3572
70 C -1.9633 3.2044 -7.0411
71 C -1.8785 3.4667 -5.4799
72 O -0.8508 2.6621 -4.9521
73 C 0.1789 2.5372 -5.9871
74 H -0.0370 3.0506 -8.1786
75 H -0.7071 1.5703 -7.7445
76 H -2.6921 2.4168 -7.2327
77 H -2.2943 4.1096 -7.5503
78 H -2.7439 3.4366 -4.8179
79 H -1.5297 4.4809 -5.2853
80 H 0.7943 1.6459 -5.8649
81 H 0.8817 3.3625 -6.1012
82 C 3.8495 2.1467 -0.3797
83 Cl 4.7292 3.1824 0.7804
84 Cl 4.1103 2.7196 -2.0321
85 H 4.2454 1.1414 -0.2357
86 H 2.7717 2.1340 -0.2179

Cartesian forces (eV/Å) of the 6 atoms listed first:
Li -0.4 0.9 -0.7
Li 0.7 -0.5 -0.2
C -0.3 0.8 -1.9
O 1.4 0.5 0.8
C -0.6 -0.2 -0.9
C 0.6 0.2 0.3

Computed properties:
- E_LUMO (eV) = -2.90
- charge = +1

***

M, record by record: 400.608, 454.650, 832.241, 655.176 g/mol